Here is a single C3H4O2 molecule from the OMol25 dataset. Energies are from ωB97M-V with the def2-TZVPD basis set.

Element x y z (Å)
O  -0.841  -0.498  -2.236
C  -0.236  0.103  -1.331
C  -0.535  -0.269  0.130
C  0.617  0.075  1.037
O  -0.494  0.925  0.995
H  0.548  0.873  -1.427
H  -1.322  -1.023  0.363
H  0.651  -0.513  1.940
H  1.612  0.328  0.529

Computed properties:
**ΔE to the lowest compared entry with this formula, charge and spin**: 2.144 eV
**M**: 72.06 u
**LUMO energy**: 0.02116 Ha
**Spin multiplicity**: 1

***

Here is a single C3H4O2 molecule from the OMol25 dataset. Energies are from ωB97M-V with the def2-TZVPD basis set.

Element x y z (Å)
C  1.783  -0.134  0.032
C  0.358  -0.110  0.196
C  -0.807  -0.229  0.576
O  -2.281  -0.274  0.487
O  -2.784  0.782  -0.289
H  2.191  -1.016  0.413
H  1.946  -0.089  -1.065
H  2.262  0.523  0.800
H  -2.667  0.548  -1.151

Computed properties:
**ΔE to the lowest compared entry with this formula, charge and spin**: 6.310 eV
**M**: 72.06 u
**LUMO energy**: 0.02559 Ha
**Spin multiplicity**: 1

***

Here is a 2-piece molecular cluster, C3H4O2 overall from the OMol25 dataset. Energies are from ωB97M-V with the def2-TZVPD basis set.

Element x y z (Å)
C  -2.482  0.720  0.052
C  0.397  1.774  -0.395
C  -0.012  0.809  0.604
O  -3.084  -0.241  0.396
O  0.724  0.356  -0.479
H  -2.737  1.601  -0.529
H  -0.303  2.161  -1.115
H  1.461  2.217  -0.288
H  0.163  0.714  1.607

Computed properties:
**ΔE to the lowest compared entry with this formula, charge and spin**: 5.625 eV
**M**: 72.06 u
**LUMO energy (alpha / beta)**: 0.02615 / 0.02384 Ha
**Spin multiplicity**: 1

***

Here is C3H4O2 as an isolated structure from the OMol25 dataset. Energies are from ωB97M-V with the def2-TZVPD basis set.

Element x y z (Å)
C  0.582  -0.422  0.701
C  -0.198  0.813  0.361
C  -0.639  -0.206  -0.874
O  -0.060  -1.314  -0.233
O  -1.513  0.470  0.002
H  1.569  -0.430  0.256
H  0.728  -0.934  1.734
H  0.089  1.809  -0.041
H  -0.558  0.215  -1.906

Computed properties:
**ΔE to the lowest compared entry with this formula, charge and spin**: 4.138 eV
**M**: 72.06 u
**LUMO energy**: 0.03855 Ha
**Spin multiplicity**: 1

***

Here is C3H4O2 as an isolated structure from the OMol25 dataset. Energies are from ωB97M-V with the def2-TZVPD basis set.

Element x y z (Å)
C  1.235  0.596  -0.026
C  -0.079  0.732  -0.018
C  -1.035  -0.318  0.079
H  1.070  -1.359  -0.377
H  1.974  1.394  -0.084
H  -0.483  2.003  0.205
H  -0.509  -1.129  0.422
O  1.960  -0.674  0.021
O  -2.308  -0.196  -0.067

Computed properties:
**ΔE to the lowest compared entry with this formula, charge and spin**: 3.602 eV
**M**: 72.06 u
**LUMO energy**: -0.02013 Ha
**Spin multiplicity**: 1

***

Here is a single C3H4O2 molecule from the OMol25 dataset. Energies are from ωB97M-V with the def2-TZVPD basis set.

Element x y z (Å)
C  1.190  -0.518  -0.091
C  -0.127  -0.651  -0.024
C  -1.119  0.475  -0.238
O  -2.199  0.301  -0.729
O  -0.789  1.583  0.433
H  1.686  0.448  -0.025
H  1.847  -1.370  -0.088
H  -0.580  -1.627  -0.094
H  0.091  1.359  0.856

Computed properties:
**ΔE to the lowest compared entry with this formula, charge and spin**: 0.637 eV
**M**: 72.06 u
**LUMO energy**: 0.01671 Ha
**Spin multiplicity**: 1

***

Here is a single C3H4O2 molecule from the OMol25 dataset. Energies are from ωB97M-V with the def2-TZVPD basis set.

Element x y z (Å)
C  -0.869  1.289  -0.014
C  -0.564  -0.145  -0.013
O  -1.310  -1.126  0.051
C  0.942  -0.495  -0.108
O  1.883  0.226  0.074
H  0.009  1.832  -0.118
H  -1.309  1.537  0.933
H  -1.502  1.541  -0.869
H  1.166  -1.601  -0.141

Computed properties:
**ΔE to the lowest compared entry with this formula, charge and spin**: 0.986 eV
**M**: 72.06 u
**LUMO energy**: -0.02089 Ha
**Spin multiplicity**: 1

***

Here is a single C3H4O2 molecule from the OMol25 dataset. Energies are from ωB97M-V with the def2-TZVPD basis set.

Element x y z (Å)
C  0.677  -0.096  0.425
C  -0.178  -0.412  -0.551
C  -1.396  0.301  -0.774
O  -3.270  0.569  -1.951
O  -2.154  -0.063  -1.724
H  1.588  -0.646  0.576
H  0.484  0.722  1.098
H  0.018  -1.234  -1.225
H  -1.673  1.143  -0.142

Computed properties:
**ΔE to the lowest compared entry with this formula, charge and spin**: 2.192 eV
**M**: 72.06 u
**LUMO energy (alpha / beta)**: 0.04224 / -0.07931 Ha
**Spin multiplicity**: 3